#i
Here is a 2-piece molecular cluster, H4NO2PS overall from the Open Molecules 2025 dataset. Energies are from ωB97M-V with the def2-TZVPD basis set.

Last column: natural (NBO) charge in e.
Positions of all 9 atoms, in Å:
S (1.937, 1.301, 0.982)  1.251
P (-2.468, -0.612, -2.115)  1.137
O (1.195, 2.040, 1.987)  -0.961
O (-3.370, -1.459, -2.881)  -0.943
N (0.973, -0.088, 0.606)  -1.051
H (-2.039, -1.473, -1.002)  -0.194
H (2.841, 0.515, 1.765)  -0.007
H (0.867, -0.225, -0.388)  0.374
H (0.066, -0.001, 1.046)  0.393

The gap between HOMO and LUMO is 0.302 hartree.



#ii
Here is a 2-piece molecular cluster, H4NO2PS overall from the Open Molecules 2025 dataset. Energies are from ωB97M-V with the def2-TZVPD basis set.

Last column: natural (NBO) charge in e.
Positions of all 9 atoms, in Å:
S (-0.607, -2.406, 2.305)  -0.439
P (0.543, -1.219, 1.286)  1.848
O (0.864, 0.191, 1.484)  -0.998
O (1.607, -2.025, 0.179)  -0.933
N (0.934, -0.816, -1.995)  -1.122
H (1.947, -1.366, -0.431)  0.504
H (0.316, -1.348, -2.849)  0.395
H (0.657, 0.135, -1.839)  0.384
H (1.887, -0.981, -2.189)  0.360

As for the SMILES: O=P(O)=S.N. The gap between HOMO and LUMO is 0.348 hartree.



What should be chosen as the most stable of them? Choose #ii.



#i
Here is C19H26N4O3S as an isolated structure from the Open Molecules 2025 dataset. Energies are from ωB97M-V with the def2-TZVPD basis set.

Last column: natural (NBO) charge in e.
Positions of all 53 atoms, in Å:
S (3.175, -3.864, -0.381)  0.394
O (-1.350, 0.756, 0.115)  -0.585
O (-1.126, -2.543, -0.428)  -0.246
O (2.574, -0.734, 1.863)  -0.589
N (-2.672, -0.873, -0.940)  -0.612
N (-0.140, -3.350, 0.008)  -0.155
N (4.169, 0.642, -0.853)  -0.411
N (1.129, 0.723, 1.246)  -0.662
C (-4.801, 0.156, -0.188)  -0.394
C (-6.840, -1.363, 0.690)  -0.589
C (3.222, 0.015, -1.802)  -0.020
C (1.654, 3.129, 0.933)  -0.379
C (3.692, -2.264, -0.667)  -0.269
C (2.166, -3.817, 0.841)  -0.642
C (-1.591, -0.378, -0.204)  0.608
C (0.955, -2.966, 0.540)  0.216
C (-3.716, 0.183, -1.139)  -0.245
C (2.836, -1.233, -1.475)  -0.218
C (2.016, 1.928, 1.665)  -0.172
C (2.052, 3.207, -0.410)  -0.503
C (4.609, -1.568, 0.132)  -0.142
C (-5.502, -1.299, -0.286)  -0.338
C (1.789, 4.421, -1.060)  -0.600
C (1.561, -0.708, 1.273)  0.676
C (4.976, -0.050, -0.181)  0.086
C (0.592, -1.486, 0.526)  -0.213
C (-0.626, -1.385, -0.081)  0.256
H (-4.533, 0.101, 0.908)  0.203
H (1.904, -4.667, 1.140)  0.243
H (5.290, -2.069, 0.758)  0.209
H (2.181, -1.652, -2.194)  0.210
H (-6.078, -1.388, -1.273)  0.182
H (-5.545, 0.710, -0.349)  0.200
H (-7.582, -0.546, 0.277)  0.191
H (-3.465, 1.285, -1.112)  0.241
H (1.671, 1.944, 3.034)  0.165
H (2.682, 0.722, -2.224)  0.199
H (5.622, 0.526, 0.225)  0.181
H (-6.433, -1.152, 1.549)  0.190
H (0.509, 3.504, 1.291)  0.224
H (2.092, 4.743, -2.061)  0.230
H (2.706, -2.991, 1.754)  0.255
H (3.039, 2.898, -0.555)  0.242
H (2.476, 5.289, -0.722)  0.199
H (1.382, 2.467, -0.681)  0.209
H (0.743, 4.798, -0.917)  0.206
H (-4.940, -1.996, -0.101)  0.147
H (2.961, 1.514, 1.609)  0.212
H (-2.910, -1.824, -0.886)  0.418
H (-3.935, -0.035, -2.154)  0.208
H (2.340, 3.853, 1.729)  0.191
H (-7.348, -2.290, 0.460)  0.213
H (0.366, 0.978, 0.756)  0.381

The gap between HOMO and LUMO is 0.293 hartree.



#ii
Here is a single C19H26N4O3S molecule from the Open Molecules 2025 dataset. Energies are from ωB97M-V with the def2-TZVPD basis set.

Last column: natural (NBO) charge in e.
Positions of all 53 atoms, in Å:
S (1.072, 2.938, 0.181)  0.284
O (-2.218, 3.961, 0.849)  -0.633
O (2.148, -2.534, -0.239)  -0.503
O (2.507, -2.985, 2.271)  -0.493
N (-2.145, 2.354, -0.748)  -0.643
N (0.189, 1.172, -1.709)  -0.370
N (0.463, -0.082, -2.108)  -0.279
N (1.835, 0.410, -0.472)  -0.361
C (1.445, -0.535, -1.383)  0.294
C (-3.073, -0.417, -1.569)  -0.430
C (-1.658, 3.400, -0.070)  0.662
C (-0.294, 3.867, -0.585)  -0.600
C (1.205, -2.999, 1.860)  0.244
C (-0.284, -2.676, -0.017)  -0.305
C (2.785, -3.314, 3.609)  -0.250
C (4.162, 1.026, -0.040)  -0.613
C (-1.371, -2.911, 0.815)  -0.210
C (1.005, 1.462, -0.726)  0.188
C (1.000, -2.726, 0.491)  0.309
C (2.045, -1.894, -1.490)  -0.109
C (-1.175, -3.194, 2.149)  -0.217
C (2.899, 0.363, 0.500)  -0.231
C (-3.143, 0.197, -0.164)  -0.413
C (-3.828, 0.553, -2.498)  -0.415
C (-3.382, 1.689, -0.407)  -0.060
C (-4.340, 1.685, -1.601)  -0.406
C (0.110, -3.238, 2.673)  -0.284
H (1.457, -2.478, -2.209)  0.212
H (3.969, 2.070, -0.275)  0.218
H (-4.357, 2.647, -2.110)  0.216
H (4.946, 0.976, 0.709)  0.221
H (4.506, 0.520, -0.940)  0.209
H (-3.791, 2.209, 0.463)  0.238
H (2.339, -2.594, 4.303)  0.175
H (2.436, -4.321, 3.857)  0.179
H (-2.036, -0.513, -1.889)  0.224
H (-0.129, 4.900, -0.282)  0.257
H (-3.987, -0.210, 0.393)  0.206
H (-1.548, 1.892, -1.432)  0.436
H (-0.455, -2.452, -1.057)  0.234
H (3.870, -3.276, 3.701)  0.200
H (-4.649, 0.059, -3.016)  0.210
H (-3.517, -1.412, -1.583)  0.205
H (-3.151, 0.948, -3.255)  0.206
H (-5.347, 1.466, -1.245)  0.203
H (2.553, 0.890, 1.394)  0.217
H (-2.368, -2.869, 0.405)  0.217
H (-2.236, 0.017, 0.413)  0.220
H (-0.200, 3.755, -1.664)  0.246
H (0.244, -3.451, 3.721)  0.220
H (3.089, -0.683, 0.750)  0.246
H (-2.017, -3.378, 2.798)  0.216
H (3.076, -1.828, -1.853)  0.213

As for the SMILES: CCn1c(COc2ccccc2OC)nnc1SCC(=O)NC1CCCC1. The gap between HOMO and LUMO is 0.332 hartree.



What should be chosen as the most stable of them? Choose #ii.



#i
Here is a 2-piece molecular cluster, C7H12N2O2 overall from the Open Molecules 2025 dataset. Energies are from ωB97M-V with the def2-TZVPD basis set.

Last column: natural (NBO) charge in e.
Positions of all 23 atoms, in Å:
O (-1.866, 0.265, -0.326)  -0.503
O (-4.411, -0.353, 0.663)  -0.493
N (2.764, 0.038, 0.164)  -0.269
N (2.346, -1.216, -0.114)  -0.206
C (1.110, -1.429, -0.356)  -0.237
C (4.122, 0.165, 0.604)  -0.391
C (1.956, 1.172, -0.198)  -0.434
C (-2.891, 1.181, -0.279)  0.041
C (-3.550, -1.324, 0.203)  0.043
C (-2.336, -1.025, -0.249)  0.039
C (-4.097, 0.901, 0.192)  0.044
H (-4.894, 1.633, 0.225)  0.208
H (4.292, -0.273, 1.595)  0.195
H (0.324, -0.682, -0.376)  0.166
H (-2.599, 2.172, -0.616)  0.205
H (0.820, -2.462, -0.563)  0.178
H (0.992, 1.133, 0.343)  0.200
H (4.363, 1.239, 0.648)  0.197
H (-3.898, -2.338, 0.389)  0.211
H (2.531, 2.093, 0.019)  0.211
H (-1.601, -1.755, -0.563)  0.207
H (1.728, 1.190, -1.288)  0.192
H (4.797, -0.323, -0.117)  0.196

As for the SMILES: C1=COC=CO1.C=NN(C)C. The gap between HOMO and LUMO is 0.324 hartree.



#ii
Here is C7H12N2O2 as an isolated structure from the Open Molecules 2025 dataset. Energies are from ωB97M-V with the def2-TZVPD basis set.

Last column: natural (NBO) charge in e.
Positions of all 23 atoms, in Å:
O (1.160, 1.701, 0.889)  -0.692
O (3.029, 0.553, 1.257)  -0.579
N (1.921, -0.124, -1.828)  -0.305
N (-0.995, 1.133, -0.551)  -0.635
C (2.497, -1.041, -1.185)  0.080
C (0.039, -2.154, 0.992)  -0.632
C (-0.183, -1.147, -0.104)  -0.165
C (-2.065, 2.104, -0.400)  -0.411
C (-1.218, -0.094, 0.207)  -0.258
C (1.575, -0.274, -0.393)  -0.059
C (1.992, 0.705, 0.665)  0.736
H (-0.878, -2.714, 1.176)  0.210
H (0.326, -1.657, 1.916)  0.217
H (0.821, -2.857, 0.721)  0.218
H (-2.131, 2.386, 0.653)  0.201
H (-0.325, -1.596, -1.085)  0.197
H (-0.859, 0.906, -1.534)  0.379
H (-2.217, -0.519, 0.001)  0.184
H (-1.186, 0.167, 1.270)  0.200
H (3.204, -1.830, -1.251)  0.221
H (-3.043, 1.721, -0.717)  0.177
H (0.358, 1.642, 0.283)  0.505
H (-1.824, 2.989, -0.982)  0.211

The gap between HOMO and LUMO is 0.363 hartree.



#iii
Here is a single C7H12N2O2 molecule from the Open Molecules 2025 dataset. Energies are from ωB97M-V with the def2-TZVPD basis set.

Last column: natural (NBO) charge in e.
Positions of all 23 atoms, in Å:
O (-1.657, 0.796, 1.536)  -0.397
O (0.823, -1.080, 2.377)  -0.462
N (-0.958, -0.082, 0.705)  -0.035
N (0.643, -0.585, 1.271)  0.242
C (1.134, -0.001, -2.366)  -0.630
C (-2.158, 0.308, 2.766)  -0.265
C (0.617, 0.054, -0.927)  -0.061
C (1.340, -0.518, 0.189)  0.108
C (-1.675, 1.201, -1.385)  -0.672
C (-0.708, 0.418, -0.592)  0.150
C (2.710, -1.163, 0.173)  -0.653
H (2.671, -2.033, -0.621)  0.224
H (-1.589, 2.234, -1.725)  0.242
H (0.522, -0.617, -2.959)  0.220
H (1.121, 1.103, -2.711)  0.223
H (2.971, -1.624, 1.116)  0.252
H (2.115, -0.395, -2.271)  0.218
H (-1.469, -0.459, 3.201)  0.224
H (3.529, -0.436, -0.149)  0.231
H (-1.844, 0.698, -2.388)  0.226
H (-3.194, -0.166, 2.433)  0.170
H (-2.302, 1.277, 3.307)  0.208
H (-2.643, 1.069, -0.980)  0.236

As for the SMILES: COn1c(C)c(C)c(C)[n+]1[O-]. The gap between HOMO and LUMO is 0.308 hartree.



What should be chosen as the most stable of them? Choose #ii.



#i
Here is a 2-piece molecular cluster, C2H6N2O3 overall from the Open Molecules 2025 dataset. Energies are from ωB97M-V with the def2-TZVPD basis set.

Last column: natural (NBO) charge in e.
Positions of all 13 atoms, in Å:
O (-2.234, -0.797, 1.757)  -0.488
O (2.447, -0.664, 0.304)  -0.683
O (-2.454, -0.643, -0.522)  -0.548
N (1.668, 0.633, -1.399)  -0.696
N (-1.861, -0.276, 0.696)  0.352
C (2.122, 0.535, -0.244)  0.413
C (-1.092, 0.713, 0.501)  -0.230
H (1.936, -1.339, -0.204)  0.476
H (-0.549, 1.090, 1.408)  0.212
H (-2.719, -1.520, -0.344)  0.478
H (1.495, -0.237, -1.885)  0.333
H (2.349, 1.322, 0.356)  0.160
H (-1.108, 1.182, -0.424)  0.221

As for the SMILES: C=[N+]([O-])O.[H]/N=C\O. The gap between HOMO and LUMO is 0.364 hartree.



#ii
Here is a 2-piece molecular cluster, C2H6N2O3 overall from the Open Molecules 2025 dataset. Energies are from ωB97M-V with the def2-TZVPD basis set.

Last column: natural (NBO) charge in e.
Positions of all 13 atoms, in Å:
O (2.299, -0.983, 0.108)  -0.676
O (1.933, 1.202, -0.526)  -0.580
O (0.457, -1.719, -1.486)  -0.618
N (-0.109, 0.114, 1.179)  -1.081
N (-0.446, 0.289, -1.833)  -0.809
C (1.754, 0.011, -0.629)  0.736
C (0.528, -0.526, -1.437)  0.586
H (0.020, 1.063, 1.096)  0.361
H (-0.512, 1.193, -1.476)  0.411
H (0.417, -0.228, 1.930)  0.374
H (1.966, -1.848, -0.085)  0.519
H (-1.103, -0.060, 1.196)  0.369
H (-1.004, -0.104, -2.548)  0.408

As for the SMILES: NC(=O)C(=O)O.N. The gap between HOMO and LUMO is 0.382 hartree.



What should be chosen as the most stable of them? Choose #ii.